i) Entry from OMol25: the molecule C6H12 (wB97M-V/def2-TZVPD).

Geometry as XYZ:
```
18
Properties=species:S:1:pos:R:3:mulliken_charge:R:1
C -2.10519 0.21829 0.60151 -1.561
C -1.07696 0.24534 -0.51798 0.653
C 0.16783 1.13793 -0.28401 -1.087
C 1.09650 -0.07711 -0.54012 0.650
C 2.08594 -0.40315 0.56751 -1.564
C -0.15107 -0.99182 -0.62427 -1.080
H -1.61970 0.00025 1.56162 0.324
H -2.86325 -0.55499 0.42991 0.367
H -2.61865 1.18216 0.70020 0.365
H -1.56866 0.46997 -1.47165 0.350
H 0.23231 1.50641 0.74779 0.308
H 0.28361 1.99332 -0.95750 0.275
H 1.61912 -0.00682 -1.50159 0.356
H 2.56891 -1.37350 0.40233 0.366
H 2.86933 0.35950 0.64735 0.367
H 1.57037 -0.45145 1.53539 0.325
H -0.25063 -1.59070 -1.53505 0.273
H -0.23982 -1.66362 0.23857 0.312
```

Summary:
Highest occupied orbital energy = -10.29 eV
Net charge = 0
Frontier orbital gap = 11.5 eV
SMILES = C[C@H]1C[C@@H](C)C1



ii) Entry from OMol25: a structure of composition C6H12 (wB97M-V/def2-TZVPD).

Geometry as XYZ:
```
18
Properties=species:S:1:pos:R:3:mulliken_charge:R:1
C -0.08443 -1.58516 0.58155 -1.389
C 0.15876 -0.17138 1.10162 0.411
C 1.62951 0.30459 0.84482 -0.647
C 1.16628 0.93109 -0.51090 -0.544
C -0.06548 1.08322 0.31094 -0.596
C -1.85803 0.53873 -1.21236 -0.937
H -1.15469 -1.82168 0.57987 0.303
H 0.29623 -1.73151 -0.43484 0.303
H 0.41354 -2.31077 1.23545 0.400
H -0.21862 -0.09152 2.12686 0.296
H 1.98531 1.03989 1.56308 0.290
H 2.34766 -0.51222 0.74478 0.331
H 1.21850 0.16479 -1.29337 0.196
H 1.62281 1.85899 -0.86390 0.275
H -1.36911 1.20077 -0.42406 0.504
H -1.17723 -0.14423 -1.72472 0.195
H -2.64846 -0.01903 -0.70882 0.264
H -2.26255 1.26543 -1.91600 0.344
```

Summary:
Highest occupied orbital energy = -7.77 eV
Net charge = 0
Frontier orbital gap = 8.7 eV



iii) Entry from OMol25: the molecule C6H12 (wB97M-V/def2-TZVPD).

Geometry as XYZ:
```
18
Properties=species:S:1:pos:R:3:mulliken_charge:R:1
C -1.67808 -1.22560 1.43712 -0.997
C -0.34362 -1.36551 0.80998 -0.136
C -0.31422 1.19227 -1.56013 -1.016
C 0.48456 -0.15910 1.05166 -0.548
C 1.49484 0.15931 -0.06231 -0.630
C 0.85168 0.21298 -1.45167 -0.523
H -2.41532 -1.96542 1.11461 0.320
H -1.47444 -1.42236 2.50493 0.328
H -2.11242 -0.21043 1.40110 0.294
H -0.77089 1.15713 -2.55448 0.338
H 0.00918 2.22335 -1.37413 0.284
H -1.10447 0.96492 -0.83342 0.225
H -0.06997 0.74237 1.36802 0.377
H 1.05906 -0.49114 1.93793 0.361
H 2.27713 -0.60765 -0.06122 0.319
H 1.98122 1.11802 0.16289 0.312
H 0.50768 -0.79922 -1.69927 0.345
H 1.61807 0.47606 -2.19161 0.345
```

Summary:
Highest occupied orbital energy = -8.21 eV
Net charge = 0
Frontier orbital gap = 8.5 eV



iv) Entry from OMol25: a cluster of 2 separate species, C6H12 in total (wB97M-V/def2-TZVPD).

Geometry as XYZ:
```
18
Properties=species:S:1:pos:R:3:mulliken_charge:R:1
C 0.30355 -1.77583 -0.07894 -1.264
C 1.34405 -0.73493 0.32968 -0.358
C 0.71532 0.37324 1.18041 -0.644
C -0.12143 1.29293 0.32752 -0.099
C -1.48382 1.20021 0.20651 -0.625
C -1.27583 0.46148 -1.73874 -0.599
H -0.59036 -1.31405 -0.50189 0.359
H -0.02211 -2.35992 0.78736 0.341
H 0.70175 -2.46215 -0.83247 0.275
H 2.16327 -1.21262 0.87793 0.333
H 1.78959 -0.26440 -0.55584 0.329
H 1.50223 0.95369 1.68286 0.325
H 0.11158 -0.07785 1.98244 0.313
H 0.39515 2.12462 -0.14170 0.343
H -2.01668 0.52944 0.88588 0.243
H -2.06813 2.05118 -0.12609 0.295
H -1.02560 1.41279 -2.23829 0.255
H -0.42255 -0.19782 -2.04662 0.179
```

Summary:
Highest occupied orbital energy = -8.05 eV
Net charge = 0
Frontier orbital gap = 8.4 eV



Result of the stability comparison: iv) is the least stable of them.



i) Entry from OMol25: a cluster of 2 separate species, C4H12OS in total (wB97M-V/def2-TZVPD).

Geometry as XYZ:
```
18
Properties=species:S:1:pos:R:3:mulliken_charge:R:1
C 2.12525 -0.17656 1.19847 -1.222
C 1.27775 0.07549 -0.09646 -0.225
C -0.02686 -0.82807 -0.16920 -0.376
C -0.92248 -0.75406 -1.42821 -0.904
S -2.57108 -1.84624 -1.33874 -0.217
H 3.20621 0.03271 1.22762 0.344
H 1.78290 0.28104 2.12233 0.311
H 2.06527 -1.20552 1.52224 0.339
H 2.00151 -0.12147 -0.95171 0.292
H 0.91693 1.12939 -0.10135 0.212
H -0.66575 -0.54657 0.75785 0.184
H 0.32935 -1.79408 -0.00489 0.480
H -0.46000 -1.07590 -2.34698 0.385
H -1.43953 0.17835 -1.64478 0.280
H -3.13909 -0.86104 -0.60616 0.120
O -1.50120 2.27335 0.28129 -0.609
H -1.26275 2.01848 1.20444 0.308
H -1.71642 3.22069 0.37424 0.299
```

Summary:
Highest occupied orbital energy = -8.89 eV
Net charge = 0
Frontier orbital gap = 9.4 eV
SMILES = CCCCS.O



ii) Entry from OMol25: a cluster of 2 separate species, C4H12OS in total (wB97M-V/def2-TZVPD).

Geometry as XYZ:
```
18
Properties=species:S:1:pos:R:3:mulliken_charge:R:1
C -0.34351 0.06066 -2.93606 -1.259
C -0.77060 0.55756 -1.55258 -0.332
C 0.36784 0.56348 -0.53036 -0.566
C -0.16152 0.78675 0.87982 -0.669
S 1.14400 0.90077 2.15265 -0.213
H -1.18369 0.11162 -3.63055 0.365
H 0.01456 -0.96799 -2.92175 0.303
H 0.43559 0.70134 -3.33919 0.316
H -1.26791 1.52146 -1.68162 0.347
H -1.55617 -0.09677 -1.15592 0.285
H 0.85952 -0.41563 -0.57314 0.354
H 1.11334 1.30733 -0.78674 0.345
H -0.73026 1.72548 0.94610 0.358
H -0.82014 -0.03551 1.17874 0.281
H 1.69736 -0.29292 1.89952 0.104
O -1.13740 -2.98349 0.16195 -0.659
H -0.60845 -2.17502 0.20835 0.316
H -1.18027 -3.18379 -0.77821 0.324
```

Summary:
Highest occupied orbital energy = -9.13 eV
Net charge = 0
Frontier orbital gap = 9.8 eV
SMILES = CCCCS.O



Result of the stability comparison: i) is the least stable of them.



i) Entry from OMol25: the molecule C6H11NS (wB97M-V/def2-TZVPD).

Geometry as XYZ:
```
19
Properties=species:S:1:pos:R:3:mulliken_charge:R:1
C -2.75887 -1.94415 0.70880 -0.758
S -2.26510 -0.16889 1.00978 -0.122
C -0.70279 -0.00851 0.12156 0.396
N -0.73526 0.35754 -1.14825 -0.560
C 0.57921 0.63708 -1.71999 -0.519
C 1.42925 1.53131 -0.75772 -0.529
C 1.56344 0.89789 0.63804 -0.720
C 0.60957 -0.31189 0.84751 -0.640
H -3.76384 -2.11636 1.10061 0.314
H -1.98729 -2.45490 1.33691 0.241
H -2.73536 -2.24330 -0.40708 0.254
H 0.68534 1.37499 -2.53766 0.347
H 1.25492 -0.23763 -1.96815 0.258
H 2.48439 1.64376 -1.12629 0.334
H 0.86301 2.52895 -0.78129 0.333
H 2.54050 0.41397 0.73614 0.276
H 1.37863 1.64714 1.41858 0.316
H 1.02951 -1.25377 0.58706 0.419
H 0.53074 -0.29323 1.94144 0.360
```

Summary:
Highest occupied orbital energy = -8.67 eV
Net charge = 0
Frontier orbital gap = 9.4 eV
SMILES = CSC1=NCCCC1



ii) Entry from OMol25: the molecule C6H11NS (wB97M-V/def2-TZVPD).

Geometry as XYZ:
```
19
Properties=species:S:1:pos:R:3:mulliken_charge:R:1
C -0.33816 1.98425 -0.48726 -1.636
C 0.12626 0.60746 -0.06361 1.240
C 1.47787 0.13335 -0.56419 -1.005
N 1.43232 -1.31679 -0.39823 -0.549
C 0.03198 -1.78379 -0.32161 -0.779
C -0.80929 -0.53881 0.10828 0.508
S -2.50531 -0.46363 -0.43075 -0.235
C -0.22983 0.14831 1.33304 -1.066
H -0.12683 2.16913 -1.55367 0.379
H -1.38599 2.18248 -0.27854 0.408
H 0.25026 2.69681 0.09759 0.343
H 1.72854 0.44297 -1.58044 0.403
H 2.24136 0.55505 0.09765 0.311
H 1.80345 -1.46524 0.53424 0.349
H -0.25947 -2.11048 -1.31286 0.341
H -0.04110 -2.64514 0.33047 0.337
H -2.97660 -1.09477 0.67010 0.134
H -0.88722 0.86465 1.82360 0.320
H 0.46777 -0.36581 1.99619 0.198
```

Summary:
Highest occupied orbital energy = -8.92 eV
Net charge = 0
Frontier orbital gap = 9.7 eV
SMILES = C[C@]12CNC[C@@]1(S)C2



Result of the stability comparison: i) is the least stable of them.



i) Entry from OMol25: the molecule C6H11NS (wB97M-V/def2-TZVPD).

Geometry as XYZ:
```
19
Properties=species:S:1:pos:R:3:mulliken_charge:R:1
N 0.74960 2.00964 -0.25407 -0.871
C 0.22244 0.64624 -0.05216 1.644
C -1.23672 0.88123 0.06101 -1.129
S -2.08623 -0.67982 0.05473 -0.283
C 0.80852 -0.07004 1.23041 -0.773
C 1.75313 -1.04902 0.75534 -0.227
C 1.78782 -1.02168 -0.61036 -0.444
C 0.71300 -0.23966 -1.18490 -1.226
H 1.72284 2.00703 -0.13854 0.280
H 0.46496 2.57029 0.58632 0.303
H -1.59670 1.21203 1.17652 0.337
H -1.58364 1.61863 -0.75876 0.408
H -1.93757 -1.55313 -1.01430 0.129
H 1.16024 0.79086 1.77399 0.282
H 0.07122 -0.55455 1.94774 0.240
H 2.36865 -2.02395 1.08063 0.210
H 2.33289 -1.64831 -1.27093 0.483
H 0.88164 0.40706 -2.03810 0.407
H -0.04118 -0.89874 -1.63782 0.227
```

Summary:
Highest occupied orbital energy = -8.89 eV
Net charge = 0
Frontier orbital gap = 9.7 eV
SMILES = NC1(CS)CC=CC1



ii) Entry from OMol25: the molecule C6H11NS (wB97M-V/def2-TZVPD).

Geometry as XYZ:
```
19
Properties=species:S:1:pos:R:3:mulliken_charge:R:1
C 0.93758 -1.83560 0.32348 -1.217
C 0.80918 -0.50899 -0.39264 0.612
C -0.24878 -0.39826 -1.27013 -1.228
S -1.65999 -0.42075 -0.00633 -0.152
C -0.63000 0.44540 1.21528 -0.762
C 0.61404 0.79717 0.34431 0.550
N 0.17957 2.11039 -0.40883 -0.703
C 1.94246 0.28898 0.06535 -0.666
H 1.58028 -1.74900 1.32428 0.301
H -0.02436 -2.30552 0.54424 0.337
H 1.37523 -2.47302 -0.60937 0.261
H -0.38535 0.46581 -1.82436 0.537
H -0.57109 -1.12690 -2.06927 0.394
H -1.32284 1.27843 1.63264 0.319
H -0.57866 -0.18812 2.15826 0.314
H -0.78553 1.95066 -0.63360 0.343
H 0.36728 2.79930 0.43340 0.317
H 2.56544 0.86514 -0.58377 0.314
H 2.53555 -0.28976 0.87679 0.133
```

Summary:
Highest occupied orbital energy = -8.36 eV
Net charge = 0
Frontier orbital gap = 9.2 eV
SMILES = C[C@@]12CSC[C@@]1(N)C2



iii) Entry from OMol25: the molecule C6H11NS (wB97M-V/def2-TZVPD).

Geometry as XYZ:
```
19
Properties=species:S:1:pos:R:3:mulliken_charge:R:1
H 2.41515 2.19120 1.18866 0.244
N 1.72314 1.94898 0.50768 -0.650
C 0.92898 0.98646 0.57043 0.321
S 1.00479 -0.26223 1.84324 -0.185
C -0.38531 -1.19073 1.19518 -0.754
C -0.40078 -0.96359 -0.32324 0.306
C 0.77083 -1.47695 -1.12565 -1.587
C -0.25954 0.58168 -0.59274 -0.144
C -1.35005 1.43654 -0.01487 -1.481
H -1.15293 -0.85881 1.78616 0.471
H -0.28532 -2.35168 1.36920 0.316
H -1.30782 -1.22205 -0.92533 0.336
H 0.69244 -2.62075 -1.30430 0.319
H 1.71180 -1.16783 -0.73403 0.367
H 0.77741 -1.02643 -2.01484 0.548
H 0.10756 1.00980 -1.46780 0.546
H -1.90227 1.06116 0.81540 0.254
H -2.12310 1.45580 -0.86401 0.325
H -0.96502 2.46945 0.09087 0.449
```

Summary:
Highest occupied orbital energy = -8.85 eV
Net charge = 0
Frontier orbital gap = 9.7 eV
SMILES = [H]/N=C1\SC[C@H](C)[C@H]1C



Result of the stability comparison: ii) is the least stable of them.